[1]
A single C5H11N molecule at a distorted geometry, computed with the ωB97M-V functional and the def2-TZVPD basis.

XYZ file:
```
17
Properties=species:S:1:pos:R:3:forces:R:3:mulliken_charge:R:1
C 1.688 -1.672 0.740 1.2954 0.8944 -0.2995 -1.222
C 0.803 -0.588 1.347 -1.0748 -1.7175 -0.2703 -0.351
C -0.564 -0.491 0.622 0.4400 0.7337 0.3712 -0.598
C -0.501 0.366 -0.604 -0.4263 -0.7018 -0.6621 -0.473
C -1.239 1.450 -0.836 -0.4187 -0.1387 0.0603 -0.052
N -1.357 2.136 -2.030 -0.0505 0.3148 -0.7603 -0.477
H 1.199 -2.633 0.681 -0.2426 -0.2039 -0.1142 0.336
H 2.624 -1.802 1.293 -0.2349 -0.0818 0.3797 0.343
H 2.086 -1.370 -0.233 -0.4744 -0.1754 -0.2925 0.310
H 0.559 -0.965 2.340 0.2109 0.5062 0.4179 0.286
H 1.266 0.381 1.360 0.3076 0.3585 0.2497 0.329
H -0.937 -1.493 0.410 0.0818 -0.1140 -0.1777 0.334
H -1.271 -0.065 1.328 -0.2330 0.2177 0.0756 0.312
H 0.008 -0.088 -1.455 0.3765 0.3185 0.0783 0.215
H -1.986 1.777 -0.119 0.3262 0.1436 0.3104 0.311
H -0.742 1.955 -2.804 0.2632 -0.3884 0.1931 0.198
H -1.635 3.099 -2.041 -0.1464 0.0342 0.4404 0.197
```
Forces are in eV/Å.

Output
SMILES: CCC/C=C/N
Max |F|, eV Å⁻¹: 2.0
DFT total energy, eV: -6852.814
Total charge: 0
Relative energy (zero: lowest compared OMol25 entry of this formula, charge and spin), eV: 0.715

[2]
A molecular structure, C8H8BBr4F24O8P4Zr at a distorted geometry, computed with the ωB97M-V functional and the def2-TZVPD basis.

XYZ file:
```
58
Properties=species:S:1:pos:R:3:forces:R:3:mulliken_charge:R:1
Zr 12.319 14.967 -19.210 -0.7110 2.4217 1.2561 2.078
P 15.388 15.525 -19.013 4.6396 1.4859 1.1614 1.183
F 15.993 16.707 -20.002 -1.0828 -2.3230 1.5858 -0.376
F 16.512 14.356 -19.464 -2.7936 2.3282 1.0374 -0.307
F 16.226 16.072 -17.730 -1.6063 -1.3125 -2.1464 -0.288
F 14.414 14.513 -18.084 0.8940 -3.6604 1.1698 -0.253
F 14.015 16.327 -18.669 -1.1124 5.9353 1.1726 -0.217
F 14.317 15.104 -20.131 0.0834 -3.2017 -4.9681 -0.048
P 12.540 17.348 -16.052 0.5606 3.1465 4.0468 1.415
F 12.565 18.599 -15.032 -0.2901 0.4712 -0.9540 -0.344
F 12.483 18.349 -17.366 -0.1887 -1.2225 1.2528 -0.374
F 14.218 17.379 -16.043 -1.7708 -0.5505 -1.3523 -0.383
F 12.368 16.069 -17.024 1.1099 -2.5832 -1.8616 -0.557
F 12.644 16.418 -14.756 0.7073 -1.4752 -0.0908 -0.381
F 10.937 17.165 -15.846 -0.0652 1.3919 -1.1647 -0.326
P 11.146 17.389 -20.700 -3.8440 4.3080 -0.0156 1.011
F 10.770 17.652 -22.289 1.3374 -0.9009 3.1054 -0.304
F 10.644 15.923 -20.545 -3.9656 -5.6401 -3.3988 -0.180
F 12.521 16.548 -20.888 3.2261 0.7632 -2.3182 -0.079
F 11.475 16.899 -19.148 1.4855 2.3816 4.7705 -0.125
F 11.828 18.791 -20.395 -0.6176 -1.5092 -0.9705 -0.254
F 9.599 17.825 -20.170 2.9404 0.3587 -1.1681 -0.325
P 11.892 12.549 -20.902 -0.0452 -4.6802 -4.0944 1.450
F 11.544 11.086 -20.319 0.0524 1.9465 -0.5739 -0.335
F 10.862 13.306 -19.951 -1.4585 0.5507 2.1069 -0.416
F 12.966 12.819 -19.677 0.9321 0.1682 1.3784 -0.348
F 12.287 14.081 -21.306 1.3453 1.7693 -0.5692 -0.083
F 13.081 11.920 -21.857 -1.6241 1.3266 1.4556 -0.333
F 10.799 12.608 -22.080 0.9819 -0.8616 0.9358 -0.356
O 5.858 16.274 -13.264 0.6566 -0.1626 -0.8384 -0.595
C 6.688 15.666 -13.892 -0.7176 -0.3015 1.9357 0.571
O 6.795 15.545 -15.193 -0.9089 0.4471 -0.6164 -0.540
B 7.869 14.670 -15.592 -1.0446 -0.7039 2.1145 1.112
O 8.414 14.162 -14.307 -0.8962 0.2864 1.9787 -0.492
C 7.754 14.737 -13.230 2.1962 -1.7153 3.2120 0.640
O 7.991 14.516 -11.983 -1.2692 1.1274 -6.4478 -0.632
O 7.462 13.576 -16.516 1.3648 0.1437 -1.1374 -0.452
C 8.399 13.480 -17.475 0.0173 -0.0569 1.2249 0.385
O 8.521 12.673 -18.344 -0.1817 0.0961 0.0574 -0.511
C 9.435 14.663 -17.255 -4.6023 1.8106 3.2105 0.333
O 8.860 15.444 -16.233 4.2913 -1.4618 -4.7180 -0.451
O 10.339 14.969 -17.989 2.2646 -0.2227 -0.7904 -0.493
Br 14.667 20.586 -16.909 -0.6659 0.5286 -0.8011 -0.128
C 13.569 21.243 -18.421 0.9226 0.3830 -0.4523 -0.569
C 14.390 21.428 -19.732 -0.1443 -1.2062 1.4572 -0.632
Br 15.299 19.731 -20.261 -0.7488 0.5227 -0.1621 -0.160
H 13.182 22.232 -18.175 0.2790 0.0886 0.3345 0.473
H 12.673 20.640 -18.568 0.4663 -0.5169 0.1305 0.215
H 15.283 22.041 -19.608 -0.6385 0.4214 -0.0050 0.413
H 13.644 21.764 -20.451 0.6054 -0.1012 -0.4942 0.371
Br 7.771 15.417 -20.668 -1.4219 -0.0469 0.5743 -0.140
C 5.993 16.267 -20.235 0.2481 0.7617 -0.9861 -0.477
C 6.145 17.660 -20.911 0.4866 -1.0215 0.6868 -0.577
Br 4.583 18.780 -20.863 -0.4725 -0.0549 0.0599 -0.177
H 5.799 16.332 -19.165 0.4878 -0.0988 -0.0719 0.380
H 5.217 15.657 -20.697 0.2481 0.0189 -0.0539 0.381
H 6.424 17.513 -21.955 -0.0080 0.2449 0.2098 0.406
H 6.899 18.210 -20.348 0.0662 -0.0427 -0.4002 0.205
```
Forces are in eV/Å.

Output
Max |F|, eV Å⁻¹: 7.7
DFT total energy, eV: -409336.008
Total charge: -1
Relative energy (zero: lowest compared OMol25 entry of this formula, charge and spin), eV: 4.708

[3]
14 unconnected molecules or ions with the total composition H27O14 at a distorted geometry, computed with the ωB97M-V functional and the def2-TZVPD basis.

XYZ file:
```
41
Properties=species:S:1:pos:R:3:forces:R:3:mulliken_charge:R:1
O -3.920 -0.660 0.155 -0.8757 -0.2055 1.1334 -0.516
H -4.006 -0.259 1.038 0.2712 0.0575 -0.3865 0.279
O -3.164 2.977 -2.108 -0.1210 0.5059 -0.5949 -0.632
H -0.602 -0.673 1.937 -0.2499 -0.4478 -0.3189 0.255
H 1.952 -1.059 4.779 -0.0203 0.1825 -0.5745 0.292
O -0.366 4.471 1.366 1.0960 -0.3975 0.8097 -0.653
H 0.878 -0.816 3.601 0.5117 0.1657 -0.1910 0.466
H -1.979 -2.615 -0.642 -0.3981 0.4457 0.1337 0.234
O -2.329 -3.503 -0.574 0.8626 -0.4920 0.0396 -0.639
H 0.286 1.576 0.462 -0.1785 -0.5185 0.4969 0.326
H -1.434 -3.938 -0.587 -0.5988 0.0133 -0.0631 0.437
O 3.342 2.996 0.274 -1.8796 1.4408 -0.2457 -0.663
H -4.523 -1.413 0.290 0.4223 -0.0045 -0.5034 0.260
H -2.285 2.591 -2.097 0.0327 -0.0955 0.1626 0.326
O 0.394 -3.612 -0.828 -0.4402 0.9290 0.6361 -0.794
H 2.648 3.698 0.453 1.5180 -0.7470 0.2849 0.323
H 0.812 -2.680 -0.457 -0.1652 -1.1431 -0.9794 0.504
O 0.582 2.389 0.062 1.5531 0.1717 -0.4964 -0.562
H -1.673 -0.999 -1.614 -0.5448 -0.9939 -0.5168 0.210
H -0.193 2.793 -0.318 -0.4554 0.1483 0.1274 0.270
O 1.036 -1.138 4.505 -0.5093 -0.2967 0.7145 -0.653
H 0.323 3.805 1.678 -1.6832 0.9926 -0.7495 0.352
H 2.734 2.534 -0.326 0.4706 -0.7088 0.0029 0.330
O 3.470 -3.048 0.007 -0.0507 -1.0608 1.2272 -0.662
H 3.901 -2.668 -0.747 -0.2304 0.5358 -0.3258 0.216
H -1.221 4.206 1.725 0.3353 -0.2068 0.0353 0.281
O 3.691 0.040 -2.734 1.6032 0.2717 0.2084 -0.627
H 4.642 0.269 -2.598 -1.0762 0.1787 -0.3722 0.321
H 3.656 -0.733 -2.171 -0.5823 -0.4414 0.2044 0.300
O 1.431 -1.501 0.014 -0.1390 0.7845 0.3736 -1.085
H 1.042 -4.083 -1.345 0.4173 0.0808 0.0168 0.241
H 0.815 -0.688 1.199 0.0187 -1.0457 -0.7725 0.470
O 0.261 -0.275 1.906 -0.0123 1.4394 1.2422 -0.830
H -2.577 1.395 0.545 -0.1653 -1.0341 -0.0536 0.051
H 1.848 -0.797 -0.499 -0.1993 -0.3614 -0.1232 0.105
O -2.184 -0.303 -2.015 1.2005 1.9760 -0.1241 -0.565
H 2.627 -2.556 0.279 0.9508 0.3111 -1.0734 0.474
H -2.988 -0.468 -2.487 -0.2130 -1.1504 0.1271 0.268
O -1.848 1.575 -0.031 0.8958 1.2016 -0.3410 -0.286
H -3.686 2.338 -1.629 -0.0827 -0.3103 0.2627 0.293
H -1.395 0.834 -0.466 -1.2885 -0.1710 0.5661 0.284
```
Forces are in eV/Å.

Output
Max |F|, eV Å⁻¹: 2.4
DFT total energy, eV: -29104.686
Total charge: -1
Relative energy (zero: lowest compared OMol25 entry of this formula, charge and spin), eV: 2.981

> Number 1 is which compound?

C5H11N